Record 1
This record from OMol25 describes C12H49BeN24O13 as an isolated structure at a distorted geometry. The level of theory is ωB97M-V with the def2-TZVPD basis set.

E = -2793.74585 Ha
HOMO = -10.9 eV
Gap between HOMO and LUMO = 8.366 eV
Charge = +1

Positions of all 99 atoms, in Å:
H  2.56076  4.80499  1.95810
C  -0.14170  0.92133  -4.96346
H  0.02527  -5.11111  2.36049
H  0.69372  2.07505  1.41805
H  3.69275  -2.20641  -0.27468
O  -0.47684  1.02472  0.63438
H  1.35496  -3.09693  -1.58548
N  -1.41187  0.47331  3.61310
H  -1.66193  4.79262  1.05386
H  -1.51512  6.27271  -0.52950
N  3.45731  3.34202  -4.45938
N  1.26061  -3.89356  1.07383
H  1.48940  -0.12146  3.63167
C  2.20944  0.66024  5.34406
H  0.06958  -4.44866  3.90891
C  3.36372  2.75717  -3.29930
H  2.30244  1.06789  0.94293
N  3.43835  -1.72113  0.57378
H  -2.81506  -0.34429  1.90354
H  0.61605  -3.94052  -2.92074
H  3.36837  4.82242  0.40945
H  1.80656  -3.28380  0.48204
N  -4.08664  1.05198  -2.73916
H  -1.35902  -0.31220  -6.09274
N  0.39032  -4.37970  2.95368
H  -1.55350  -1.58925  -3.92774
N  1.57896  -0.37855  5.82355
H  -1.27019  -8.44490  0.46380
H  -3.02524  1.96975  -0.09037
H  4.45175  4.28997  -2.76375
H  1.83701  0.42113  -4.97620
N  -2.82205  -2.06687  -0.62288
H  -1.62527  -0.11755  4.40396
N  0.91477  0.26284  -5.35638
H  0.86198  -4.73978  0.69289
H  1.13769  3.51385  2.30618
H  -1.07001  0.20147  2.70243
C  -1.22711  -6.61238  1.10119
H  -2.04438  0.71088  -4.90028
H  -2.76845  -7.98349  1.27583
O  -2.35275  1.93052  4.90621
Be  0.62781  1.29365  -1.50716
N  1.99898  0.63719  4.06165
O  2.60456  1.80154  -3.09883
H  -1.56290  3.09596  0.82991
H  2.70787  -0.23519  2.09247
N  -2.48187  -0.77407  1.05244
O  -2.04322  0.84959  -1.98101
H  -3.42959  -2.58914  -1.23788
N  1.34154  2.83035  1.59108
O  1.81343  -2.65585  2.88235
H  -1.72814  3.46694  2.85903
H  -2.98164  -5.81707  1.89850
H  -1.74989  -0.34335  0.50584
H  0.74967  -0.44572  -6.05694
H  3.39506  -2.13698  1.49318
N  2.84171  4.32640  1.11423
N  -1.22792  0.43667  -5.42783
N  -1.41517  4.02056  0.45124
N  0.62330  -3.16080  -2.27880
C  -3.13160  1.32793  -1.95918
C  -3.26913  -1.67980  0.58246
O  -0.07731  -6.54299  0.63164
H  -1.31335  2.05388  1.95982
H  -4.92290  1.61174  -2.65297
O  -0.16733  1.86565  -4.23617
O  -0.46830  3.44250  -1.39611
H  -0.78930  5.88258  -2.05357
C  2.32070  3.13003  0.73360
H  2.77802  3.07198  -5.15634
H  -1.85005  -4.67255  1.33385
C  -0.99485  4.32913  -0.72298
C  2.83640  -0.65105  0.15827
C  -0.01595  -2.05726  -2.58895
O  2.88393  1.42854  6.05135
H  0.68979  -0.62593  5.41333
O  0.04400  -0.98909  -1.94549
N  2.61669  0.13197  1.15600
N  -1.59777  2.46563  2.83713
N  -1.80960  -7.79650  1.01942
O  2.50947  -0.40640  -0.97613
H  -4.09215  0.26870  -3.37676
H  2.25160  1.51614  3.63302
N  -0.81941  -2.22282  -3.64526
C  1.17636  -3.57966  2.37240
O  -4.21672  -2.23917  1.11766
H  3.91796  3.24012  -1.45552
N  -1.03703  5.60300  -1.11519
H  -0.41568  0.06588  0.81161
N  3.96486  3.46698  -2.43860
H  1.58091  -0.46319  6.82999
N  -2.04005  -5.63271  1.58304
H  4.23786  3.88322  -4.80281
C  -1.91093  1.66313  3.82168
H  -2.07948  -1.60271  -1.12613
H  -4.56230  2.13487  -0.73281
N  -3.58095  2.00462  -0.93303
H  -0.86687  -3.12248  -4.10184
O  2.48222  2.52111  -0.30972

Forces on the atoms, in the same order (eV/Å):
0.228 -0.207 -0.369
2.061 0.321 0.629
0.007 -0.015 0.473
-0.505 -0.553 -0.280
0.492 -1.130 0.683
1.011 -0.289 -1.397
-0.126 -0.043 -0.270
0.537 -3.590 -0.153
-0.303 -0.306 0.128
0.044 -0.012 -0.392
-0.485 0.507 -5.460
0.809 0.604 -2.507
0.117 0.454 -0.084
1.601 1.301 3.069
0.692 0.651 -0.105
-2.926 -1.479 -0.321
-0.001 -0.864 0.464
2.120 -4.034 -2.097
0.406 0.115 -0.041
0.165 0.081 0.406
0.057 0.126 0.474
-0.080 -0.241 0.355
-4.871 -1.179 -5.351
0.392 0.206 0.204
-4.104 -4.167 2.951
0.562 0.345 0.479
-2.163 -3.335 3.542
-0.368 -0.263 0.380
0.145 0.085 -0.366
-0.147 -0.223 0.514
-0.190 0.204 -0.022
0.192 -1.510 -3.172
0.232 -0.662 -0.628
3.037 -1.606 -1.268
-0.009 -0.129 -0.026
-0.206 -0.541 -0.052
0.107 -0.386 0.589
-0.022 -0.173 -1.464
-0.035 0.247 -0.414
0.320 -0.030 -0.203
-1.437 1.251 1.253
-0.327 -0.215 1.148
0.896 2.470 -3.832
-0.668 -0.901 0.381
0.479 0.369 -1.062
0.190 0.548 -0.145
0.924 2.642 2.958
3.782 -1.361 -0.930
-0.064 -0.091 0.533
-0.116 -0.274 1.396
0.094 0.836 0.241
-0.312 -0.449 0.526
0.263 -0.097 -0.224
-0.923 0.314 -0.172
0.673 0.013 0.351
-0.060 0.120 0.016
1.936 0.429 -1.452
-6.316 -1.949 -1.772
-2.070 0.982 4.398
1.709 -1.531 0.954
1.104 -0.612 2.847
-1.437 -2.802 -1.376
-0.407 1.716 0.845
0.427 -0.472 0.176
-0.029 -0.540 -0.377
0.497 2.657 2.915
0.947 -1.118 -1.800
0.040 -0.355 0.268
-2.895 2.453 1.564
0.274 -0.123 0.004
0.026 -0.094 0.131
2.202 -1.700 -2.460
-0.764 1.003 1.395
-0.811 2.477 0.415
-0.584 -0.398 -1.645
0.272 -0.085 0.050
0.106 -0.157 -0.187
-1.352 3.173 2.742
-0.140 3.455 -2.789
-0.774 -2.015 0.091
-0.721 0.704 -3.231
0.197 0.452 0.089
-0.278 -0.475 -0.840
-1.406 -0.339 -1.824
2.869 2.673 -1.142
-0.249 0.503 0.449
0.068 -0.188 -0.169
-0.423 1.547 -0.020
1.035 0.885 -0.171
3.155 2.166 4.726
0.068 -0.015 -0.075
0.512 1.062 0.246
-0.173 -0.154 0.379
0.777 0.477 2.134
-0.048 0.389 0.344
0.225 -0.176 -0.267
-0.472 3.082 4.147
0.005 0.166 0.181
0.712 -0.606 -1.230

***

Record 2
This record from OMol25 describes C12H4CsF5NO2S as an isolated structure. The level of theory is ωB97M-V with the def2-TZVPD basis set.

E = -1582.69384 Ha
Relative energy (zero: lowest compared OMol25 entry of this formula, charge and spin) = 0.0 kcal per mole
HOMO = -4.4 eV
Gap between HOMO and LUMO = 6.406 eV
Charge = -1

Positions of all 26 atoms, in Å:
H  2.02100  6.89730  0.00000
S  -0.75246  -3.10421  0.00018
H  -0.42971  6.39328  0.00011
O  2.55748  1.19817  -0.00008
C  0.30424  5.59833  0.00006
F  -6.65448  -3.73292  -0.00015
Cs  0.19957  0.13720  0.00001
H  -1.15191  4.02831  0.00011
N  0.74494  3.23626  0.00002
C  -3.36887  -2.18903  0.00003
F  -2.89455  -0.92211  0.00004
O  4.26247  2.67276  -0.00012
C  2.54736  4.81303  -0.00004
C  -5.31893  -3.58103  -0.00008
C  1.66562  5.87378  0.00001
C  -4.47876  -4.68685  -0.00002
F  -5.02414  -5.91691  -0.00004
C  -2.47548  -3.26373  0.00008
C  -4.74449  -2.33067  -0.00005
H  3.62160  4.93134  -0.00008
C  -3.11446  -4.52572  0.00006
F  -5.53437  -1.23973  -0.00011
C  3.07291  2.34277  -0.00008
C  2.05591  3.50880  -0.00003
F  -2.36090  -5.63410  0.00010
C  -0.09401  4.27519  0.00007

Forces on the atoms, in the same order (eV/Å):
0.012 -0.007 0.000
-0.135 -0.160 0.000
-0.034 -0.028 0.000
0.750 0.212 0.000
0.043 0.114 0.000
-0.008 0.010 0.000
-0.750 -0.326 0.000
-0.011 0.016 0.000
0.222 0.351 0.000
0.100 -0.058 0.000
0.002 0.011 0.000
0.024 0.010 0.000
0.040 -0.017 0.000
0.130 -0.220 0.000
-0.066 -0.031 0.000
-0.313 -0.001 0.000
0.037 0.031 0.000
-0.173 -0.266 0.000
-0.061 0.254 0.000
-0.012 0.024 0.000
0.477 0.295 0.000
0.022 -0.033 0.000
-0.060 -0.005 0.000
-0.004 0.031 0.000
-0.110 -0.047 0.000
-0.123 -0.159 0.000

***

Record 3
This record from OMol25 describes C12H4F5OOsS2SbSe4 as an isolated structure. The level of theory is ωB97M-V with the def2-TZVPD basis set.

E = -11767.40607 Ha
Relative energy (zero: lowest compared OMol25 entry of this formula, charge and spin) = 13.4 kcal per mole
Spin multiplicity = 5
HOMO (spin up / spin down) = -1.8 / -2.2 eV
Gap between HOMO and LUMO (spin up / spin down) = 6.194 / 5.987 eV
Charge = -2

Positions of all 30 atoms, in Å:
O  -1.83171  0.94719  -0.64892
H  4.41917  -1.61869  3.63707
H  4.98391  0.93884  0.23985
F  -5.36500  -2.08675  0.14043
C  2.10044  -0.05418  1.70808
C  -4.10121  -1.85457  -0.25781
C  -2.01894  -2.66826  -1.07390
F  -4.39138  0.42383  0.16578
C  -3.31614  -2.91593  -0.66846
Se  -0.24244  5.05096  -4.27383
C  4.33263  0.42877  0.94080
Se  -0.29021  3.99546  -0.42533
H  1.97065  -1.33560  3.41506
C  2.64331  -0.84530  2.72028
F  -0.26555  -1.18179  -1.49496
Se  -3.86303  4.81797  -2.11122
S  2.30282  1.55227  -0.51724
Se  -1.16327  1.97001  -3.82484
F  -3.80940  -4.17171  -0.67556
H  5.93957  -0.46501  2.04089
Sb  -1.64521  4.01963  -2.55671
C  -3.59687  -0.56820  -0.24833
C  2.95274  0.58378  0.80508
C  4.01425  -0.99993  2.84476
F  -1.25107  -3.68974  -1.48867
C  -2.28010  -0.27805  -0.64428
C  -1.51893  -1.38179  -1.06581
C  4.86506  -0.35604  1.95022
Os  0.06971  1.57167  -0.22648
S  0.35619  0.17115  1.59408

Forces on the atoms, in the same order (eV/Å):
-0.273 -0.136 0.005
0.002 0.000 0.005
-0.003 -0.008 -0.007
-0.011 0.000 0.007
0.004 -0.016 0.009
0.023 0.020 -0.018
-0.004 0.007 -0.020
-0.014 0.013 0.022
-0.016 -0.002 0.013
0.066 0.113 -0.151
0.010 -0.006 0.019
0.081 0.087 -0.077
0.000 -0.012 -0.006
-0.008 -0.007 0.009
0.003 -0.040 -0.006
-0.052 0.016 -0.080
0.319 0.192 0.100
0.029 -0.051 0.036
-0.007 -0.002 0.000
0.003 -0.003 0.003
-0.175 -0.020 0.124
0.052 -0.040 -0.001
-0.008 -0.081 -0.064
0.017 0.002 -0.005
0.007 -0.007 0.002
0.014 0.075 0.040
-0.040 0.040 -0.024
-0.011 0.000 0.005
0.034 -0.203 0.256
-0.038 0.071 -0.197

***

Record 4
This record from OMol25 describes C12H5BaF11N2O5Sb as an isolated structure. The level of theory is ωB97M-V with the def2-TZVPD basis set.

E = -2310.55706 Ha
Relative energy (zero: lowest compared OMol25 entry of this formula, charge and spin) = 10.0 kcal per mole
Spin multiplicity = 2
HOMO (spin up / spin down) = -9.6 / -9.6 eV
Gap between HOMO and LUMO (spin up / spin down) = 8.860 / 5.584 eV
Charge = 0

Positions of all 37 atoms, in Å:
F  -0.06929  4.32131  1.83325
C  4.72122  -2.21608  2.87832
F  -4.51598  1.78940  -4.29128
F  1.57369  3.93945  -0.33273
H  2.47095  -0.67426  -2.13962
F  -6.73920  1.93601  -2.79862
F  1.05547  1.90475  1.36047
C  -3.48062  0.46389  -2.65876
F  -4.79935  -0.66921  0.55581
N  4.26457  -1.44794  0.60062
C  -4.54698  1.17661  -3.12116
O  1.75857  -2.57745  3.77155
Ba  -0.38218  -0.30732  0.62779
H  3.76658  0.38550  -1.57247
C  3.75139  -1.88506  1.79464
O  4.21825  -2.61866  4.01623
O  0.14530  -2.09618  2.28563
F  -1.12424  4.22148  -0.69634
H  5.25840  -1.34918  0.44988
C  -4.74343  -0.07443  -0.61702
C  3.24469  -1.19520  -0.23866
F  -6.93288  0.73933  -0.40336
O  5.90431  -2.13364  2.63415
C  -5.71431  1.25932  -2.34334
O  -2.54343  -0.82572  -0.92529
C  -5.80872  0.63201  -1.09066
F  0.03343  1.83771  -1.02997
N  2.09112  -1.47593  0.34427
H  3.20718  -2.60167  3.97489
F  -1.51093  2.19505  1.02340
C  2.39903  -1.89996  1.62589
F  -2.37973  0.36451  -3.37243
C  1.35224  -2.23040  2.65599
C  3.42091  -0.64869  -1.61151
Sb  0.01707  3.18521  0.36076
C  -3.51188  -0.19587  -1.37157
H  4.14878  -1.22866  -2.17874

Forces on the atoms, in the same order (eV/Å):
0.015 -0.004 -0.027
-0.075 -0.348 0.110
-0.006 0.005 -0.018
-0.001 -0.013 -0.001
-0.001 -0.001 -0.004
0.004 0.002 0.000
-0.198 -0.113 -0.133
0.040 0.060 -0.107
0.021 0.009 0.005
-0.076 -0.012 0.095
-0.010 -0.027 0.006
-0.591 -0.047 0.115
-0.095 -0.341 0.091
-0.011 -0.002 -0.005
0.301 0.078 -0.104
0.772 0.178 -0.101
0.167 0.134 0.110
0.016 -0.015 0.037
-0.008 0.005 -0.014
-0.096 0.030 0.006
-0.048 -0.080 -0.058
0.004 0.015 -0.003
0.045 0.117 0.007
0.018 0.025 -0.017
0.176 0.037 0.037
0.016 -0.042 0.016
-0.002 -0.097 0.149
0.065 0.227 0.050
-0.332 -0.095 0.048
0.159 -0.178 -0.088
-0.133 -0.018 0.126
-0.003 0.001 0.036
0.070 -0.031 -0.366
0.000 0.006 0.013
-0.045 0.525 -0.066
-0.157 0.021 0.045
-0.003 -0.010 0.007

***

Record 5
This record from OMol25 describes C12H5ClMnN4O4 as an isolated structure. The level of theory is ωB97M-V with the def2-TZVPD basis set.

E = -2591.63566 Ha
Spin multiplicity = 6
HOMO (spin up / spin down) = -3.2 / -3.4 eV
Gap between HOMO and LUMO (spin up / spin down) = 8.006 / 8.182 eV
Charge = -2

Positions of all 27 atoms, in Å:
O  -0.01006  5.04709  -2.90869
O  -2.44635  0.25423  0.60529
C  0.42439  2.82015  -2.23035
N  1.95529  -5.06780  4.21009
H  -1.79998  -3.81517  -0.44914
Cl  -0.01335  -3.28921  -1.89158
C  1.65342  -3.95474  4.13796
C  -1.02701  1.55796  -0.79612
C  -0.73792  2.73153  -1.47321
C  0.66053  -2.10383  2.93180
H  -1.41281  3.57263  -1.41640
Mn  -1.03267  -1.18520  0.29804
O  -3.08261  2.33875  0.10078
O  1.87202  4.03844  -3.64704
C  1.53274  -1.74136  5.16870
C  1.28939  -2.59318  4.07045
C  -2.30346  1.39878  0.03641
H  1.51745  -0.32666  -1.59971
C  0.79968  4.10855  -3.01213
C  1.25333  1.70478  -2.27573
N  0.13897  -1.70717  1.97632
H  -2.28279  -2.67471  -1.70094
N  1.74150  -1.06084  6.07871
N  -0.21199  0.49117  -0.84545
C  -1.53956  -2.86873  -0.92571
H  2.15817  1.75792  -2.86535
C  0.90366  0.56662  -1.57702

Forces on the atoms, in the same order (eV/Å):
-0.025 -0.007 0.009
0.090 -0.099 0.072
0.001 -0.004 -0.001
0.002 -0.002 0.000
-0.039 0.024 -0.006
0.001 0.019 0.014
0.040 -0.115 0.030
0.030 -0.001 -0.029
0.007 -0.017 -0.001
-0.059 0.045 -0.161
-0.005 -0.005 0.006
-0.157 0.114 -0.224
0.044 -0.036 -0.022
0.012 -0.018 -0.008
0.044 0.057 0.101
-0.046 0.019 -0.044
-0.038 0.108 0.015
-0.005 0.000 0.006
0.016 0.014 0.001
0.005 0.015 -0.009
0.072 -0.009 0.197
-0.014 -0.023 0.030
-0.003 -0.001 0.001
-0.041 -0.033 0.063
0.081 -0.077 -0.037
-0.002 -0.003 0.002
-0.010 0.032 -0.006

***

Record 6
This record from OMol25 describes C12H5F9N2O6S2Ta as an isolated structure. The level of theory is ωB97M-V with the def2-TZVPD basis set.

E = -2773.33163 Ha
Relative energy (zero: lowest compared OMol25 entry of this formula, charge and spin) = 0.0 kcal per mole
HOMO = -12.6 eV
Gap between HOMO and LUMO = 7.024 eV
Charge = +1

Positions of all 37 atoms, in Å:
F  2.94873  -0.75823  1.99048
O  0.23718  2.89803  1.20592
O  0.60023  0.77470  0.66381
S  -2.01341  -0.77798  0.51862
F  0.84389  -4.24282  2.19712
F  1.79328  -4.77932  -0.24804
N  -5.61787  -1.25451  0.61076
H  0.02001  2.21895  -3.16942
C  2.49789  -3.66034  -0.28643
H  -0.63525  0.62866  -3.63834
C  -0.78289  2.10634  -0.77296
F  3.77930  -3.94333  -0.41484
C  1.35899  0.55309  -2.85169
C  -2.53657  -1.78647  -0.81706
C  -0.02813  1.16462  -2.90865
C  2.02215  -3.63267  2.23985
S  -1.24326  -2.30510  -1.90192
Ta  0.16997  -0.97606  -0.53341
N  -4.47209  -3.64693  -3.00703
F  3.63220  -1.14515  -0.01405
C  -4.18741  -2.97032  -2.12377
C  0.08614  1.87796  0.43249
O  2.28451  0.86824  -3.51132
C  -4.84135  -1.66662  -0.12838
H  -0.49297  3.02934  -1.27537
F  2.05709  -2.86498  3.32670
F  2.10091  -2.97239  -1.38693
O  1.03312  -2.06608  0.72129
F  2.99037  -4.53976  2.31424
O  -0.66289  0.97182  -1.62330
O  1.39287  -0.44572  -1.90887
C  -3.82264  -2.13903  -1.01653
F  4.44746  -2.28470  1.64784
H  -1.81950  2.19238  -0.43825
C  2.21509  -2.76222  0.96453
H  0.77140  2.68074  1.99318
C  3.35702  -1.72453  1.16162

Forces on the atoms, in the same order (eV/Å):
0.035 -0.019 -0.050
0.005 -0.054 -0.013
-0.149 0.030 -0.100
0.055 0.005 -0.019
0.030 0.016 -0.010
-0.011 0.021 0.011
0.004 0.013 -0.011
0.007 -0.016 -0.013
-0.021 0.038 -0.016
0.026 0.012 -0.041
0.032 -0.107 -0.086
-0.008 -0.016 0.028
-0.005 -0.027 0.076
-0.109 0.023 0.007
-0.015 0.039 0.040
-0.020 -0.019 0.010
0.092 0.046 0.111
0.005 -0.111 -0.174
0.059 0.033 -0.035
0.016 0.008 -0.010
-0.095 -0.054 0.064
-0.007 0.195 0.135
0.019 -0.041 -0.048
0.011 -0.012 0.031
-0.008 -0.002 0.008
0.002 -0.026 0.001
0.046 -0.138 0.051
0.233 0.107 -0.170
-0.044 0.015 0.008
-0.007 -0.017 0.079
-0.155 0.102 0.158
0.034 0.014 -0.067
0.013 0.046 -0.024
0.005 0.023 0.022
-0.012 -0.143 -0.075
0.001 0.018 0.003
-0.064 0.001 0.116